{"formula": "C11H16N3", "method": "ωB97M-V with the def2-TZVPD basis set", "mol_weight_g_mol": 190.27, "charge": 1, "spin_multiplicity": 1, "homo_ev": -12.34, "orbital_gap_ev": 8.54, "species": ["C", "C", "C", "C", "C", "C", "C", "C", "C", "C", "C", "N", "N", "N", "H", "H", "H", "H", "H", "H", "H", "H", "H", "H", "H", "H", "H", "H", "H", "H"], "xyz": [[-4.296241, 0.360963, -0.845552], [-4.457052, 0.377082, 0.557910], [-2.945210, -0.008008, -1.015934], [2.060515, -2.544104, -0.824923], [0.702510, -2.273809, -0.864808], [2.994284, -1.592745, -0.293612], [0.266435, -1.073891, -0.278736], [2.578102, -0.409195, 0.205526], [3.407009, 0.710461, 0.652346], [0.631778, 2.195490, -0.046833], [0.513771, 1.043653, 0.868482], [-3.352266, -0.088671, 1.063532], [-2.459955, -0.374725, 0.122251], [1.083584, -0.215979, 0.298725], [-4.968558, 0.772499, -1.732840], [-5.296181, 0.657557, 1.136882], [-2.450618, -0.401285, -1.972688], [2.491624, -3.436971, -1.281974], [0.013634, -3.138289, -1.183746], [4.068952, -1.605638, -0.555808], [-0.843541, -1.059183, -0.195810], [4.585982, 0.593276, 0.521406], [3.166141, 0.930104, 1.698932], [3.362003, 1.499272, -0.120892], [1.448156, 2.845303, 0.145146], [0.540192, 1.954143, -1.196362], [-0.195503, 2.787207, 0.091699], [-0.545149, 0.801809, 1.179958], [1.028615, 1.096819, 1.887542], [-3.133014, -0.403133, 1.980182]], "atomic_forces_ev_per_a": [[-1.13, 2.16, -1.34], [-1.92, 0.50, -2.86], [-1.24, -1.74, -2.61], [0.63, 0.55, -0.24], [0.97, -1.74, 0.31], [0.00, 0.00, -1.58], [-0.76, -2.20, -0.17], [-3.70, -0.12, 0.25], [3.07, 0.49, -0.87], [0.33, -0.59, -2.84], [-0.06, -2.20, 2.60], [1.58, -0.65, 0.17], [1.81, -0.49, 1.53], [2.77, -0.06, -0.74], [1.33, -1.07, 2.54], [-0.56, 0.14, 0.47], [-0.60, 1.24, 1.51], [-0.34, 0.10, 0.25], [0.83, 2.01, 0.34], [-0.67, -0.68, 0.61], [0.93, 1.25, 0.37], [-2.50, -0.79, 0.75], [0.24, 0.71, -0.47], [-0.87, 0.36, 0.96], [1.06, 0.26, -0.06], [0.54, 0.05, 2.28], [-2.13, 1.55, 0.47], [1.08, 0.21, -0.88], [-0.48, 0.66, -1.44], [-0.18, 0.08, 0.68]]}


{"formula": "C11H16N3O", "method": "ωB97M-V with the def2-TZVPD basis set", "mol_weight_g_mol": 206.27, "charge": 1, "spin_multiplicity": 1, "homo_ev": [-12.44, -12.44], "orbital_gap_ev": [7.87, 7.87], "species": ["C", "C", "C", "C", "C", "C", "C", "C", "C", "C", "C", "N", "N", "N", "O", "H", "H", "H", "H", "H", "H", "H", "H", "H", "H", "H", "H", "H", "H", "H", "H"], "xyz": [[1.933969, -0.427748, 2.216068], [1.434411, -0.502986, 1.129862], [0.559041, 2.683576, -0.835872], [2.580697, 3.158972, -0.628218], [1.244912, 1.503903, -1.041831], [-0.804324, -1.623338, -0.331395], [-1.425999, 0.221465, -1.864556], [-2.292251, -1.816389, -0.139920], [-2.881242, -0.109278, -1.461400], [2.623364, -0.442864, 3.504207], [0.788668, 0.150074, -0.933423], [1.366697, 3.713614, -0.669554], [2.615209, 1.851894, -0.833975], [-0.607212, -0.177383, -0.594714], [-2.972571, -1.441466, -1.283551], [-0.476523, 2.821682, -0.895181], [3.490333, 3.836675, -0.541976], [-0.298071, -1.864234, 0.575262], [-0.508476, -2.344939, -1.121645], [-1.081871, -0.422503, -2.736361], [-1.055570, 1.211401, -2.073483], [-2.497705, -2.837616, -0.023234], [-2.544204, -1.320992, 0.799711], [-2.919442, 0.417160, -0.496983], [-3.579333, 0.201224, -2.260045], [2.014547, -0.653538, 4.363788], [3.460716, -1.111870, 3.369889], [3.203634, 0.552576, 3.706756], [1.298160, -0.561965, -1.493876], [3.461227, 1.258089, -0.914436], [-0.968712, 0.260137, 0.197910]], "atomic_forces_ev_per_a": [[0.43, 0.27, 1.33], [-1.04, 0.98, -4.00], [0.26, -0.80, -0.56], [1.76, 2.95, -0.14], [0.52, -0.45, 1.14], [-0.94, -1.47, -0.33], [0.59, -1.36, -0.36], [1.12, -0.17, 0.36], [1.18, 2.50, -1.33], [1.78, 2.15, -0.39], [0.86, 0.29, 5.16], [1.31, 0.07, 0.55], [-0.97, -0.94, -0.90], [1.58, -1.49, -5.02], [-1.16, -1.13, 0.28], [-1.36, 0.19, 0.02], [-1.17, -1.42, 0.03], [0.61, -0.08, 0.58], [0.40, 1.21, 0.04], [-0.29, 0.50, 1.29], [-0.86, 0.54, -0.13], [-0.12, -1.51, 0.43], [-0.83, 0.45, -0.11], [-1.31, 0.31, -0.15], [0.19, 0.16, 0.77], [-0.23, -0.29, 0.20], [0.03, -0.70, 0.46], [-1.44, -1.42, -0.43], [0.41, -1.58, -0.73], [-1.09, 0.62, 0.21], [-0.24, 1.64, 1.76]]}


{"formula": "C11H16NO5S5W", "method": "ωB97M-V with the def2-TZVPD basis set", "mol_weight_g_mol": 586.43, "charge": 1, "spin_multiplicity": 3, "homo_ev": [-10.82, -10.40], "orbital_gap_ev": [6.46, 4.47], "species": ["W", "C", "C", "S", "C", "C", "S", "C", "C", "S", "H", "H", "H", "H", "H", "H", "H", "H", "H", "H", "H", "H", "O", "N", "C", "C", "C", "C", "C", "S", "H", "H", "H", "H", "O", "S", "O", "O", "O"], "xyz": [[-0.121522, 0.049286, 0.039514], [1.438534, -0.874183, 3.219459], [1.800369, -1.635660, 2.150190], [2.251647, -1.010548, 0.591136], [3.066256, 0.749807, 0.696873], [2.186494, 1.987730, 1.250884], [0.583330, 2.299113, 0.372927], [-0.665163, 2.172790, 1.792399], [-0.373096, 1.835120, 2.950388], [-0.734656, -0.497937, 2.509103], [1.355710, 0.471103, 3.588490], [0.914852, -1.793753, 3.648949], [1.675682, -2.727293, 1.959530], [2.753442, -1.542937, 2.323664], [3.551726, 1.506504, -0.063866], [4.167322, 1.219206, 1.351876], [2.765311, 2.923486, 1.441984], [1.875324, 1.998220, 2.330219], [-1.510553, 2.381570, 1.857022], [-0.091218, 3.488629, 2.034051], [-1.673373, 1.599821, 3.230036], [-0.083136, 1.744133, 3.787406], [0.624904, 0.193857, -1.997724], [-0.890559, -0.036043, -3.035982], [-0.591458, -0.733473, -4.024119], [-1.709188, -0.718494, -4.955241], [-2.961802, -0.484750, -4.518197], [-2.915773, 0.247849, -3.320005], [-1.851000, -0.030973, -2.462546], [-2.161493, 1.116325, -0.827346], [0.224330, -1.066119, -4.534866], [-1.445270, -1.658334, -5.979761], [-4.050698, -0.295431, -4.921267], [-3.826211, 0.238354, -2.521904], [-1.357018, -4.177961, -0.578433], [-0.622504, -2.751282, -0.244352], [0.834680, -2.143291, -0.223314], [-1.665688, -1.593477, -0.412825], [-0.768534, -2.450963, 1.495649]], "atomic_forces_ev_per_a": [[-0.35, -1.85, -4.45], [-7.82, 2.74, 3.00], [0.93, -0.89, -3.47], [1.48, 5.87, -3.38], [3.10, 5.82, 3.08], [-0.62, -0.22, 2.33], [0.42, -0.31, -0.30], [13.99, 5.47, -8.22], [-8.05, -5.48, 0.53], [1.38, -0.35, -1.81], [1.34, -5.24, -1.20], [0.73, 2.06, 2.33], [-0.80, 1.01, 0.74], [6.73, -0.89, 2.17], [-1.13, -3.28, -0.80], [-2.79, -2.67, -0.81], [-0.01, -0.41, -1.56], [-0.08, -1.13, -0.59], [-13.39, 3.53, -2.92], [-1.48, -1.47, -0.06], [3.48, 0.42, 0.96], [5.60, -0.56, 10.65], [-2.70, -0.77, 2.96], [18.17, -1.04, -0.60], [-4.05, 0.14, -7.45], [3.40, -7.13, -3.54], [-3.65, 4.54, 0.63], [-5.38, -4.18, 4.46], [-14.16, 7.09, 7.31], [2.24, -1.78, -0.10], [3.22, -0.39, 0.16], [-1.10, 3.55, 2.99], [2.61, -1.38, -0.38], [1.01, 0.90, -2.94], [4.62, 6.24, 1.02], [-6.05, -1.46, 5.51], [-4.54, -2.99, -3.75], [3.27, -1.14, -2.13], [0.41, -2.35, -0.37]]}


{"formula": "C11H16NdO5P", "method": "ωB97M-V with the def2-TZVPD basis set", "mol_weight_g_mol": 403.46, "charge": 2, "spin_multiplicity": 4, "homo_ev": [-14.81, -14.90], "orbital_gap_ev": [5.40, 5.69], "species": ["O", "C", "Nd", "O", "C", "C", "O", "C", "O", "C", "O", "H", "C", "C", "P", "C", "C", "C", "C", "H", "H", "H", "H", "H", "H", "H", "H", "H", "H", "H", "H", "H", "H", "H"], "xyz": [[-1.744756, -2.408763, 1.424526], [-1.891623, -1.877428, 0.415379], [2.245407, 0.151324, -1.707171], [-0.261311, -0.221801, 0.892116], [0.006966, 0.519345, -0.058991], [-0.675836, 1.850752, -2.187249], [-1.186636, 2.589037, -2.949414], [-1.002105, 0.816111, -1.147890], [-2.195467, 0.443077, -1.078224], [2.157211, -1.005831, 0.490418], [2.116034, -1.683042, 1.424084], [3.650552, -0.843637, -1.493858], [2.291061, 3.517261, -2.200926], [2.738970, 2.990923, -0.834432], [1.428676, 2.110074, 0.209246], [2.163982, 1.854375, 1.868900], [3.111895, 2.936799, 2.398642], [0.175607, 3.386119, 0.482787], [0.611334, 4.808631, 0.845974], [2.203431, 2.712299, -2.960447], [3.069924, 4.213933, -2.551443], [1.336429, 4.063910, -2.133951], [3.624689, 2.318396, -0.910041], [3.062546, 3.813595, -0.182628], [1.316389, 1.744818, 2.562967], [2.676630, 0.878807, 1.841810], [2.614000, 3.884212, 2.626314], [3.566332, 2.604950, 3.341093], [3.941351, 3.158154, 1.721238], [-0.461144, 3.404802, -0.412914], [-0.447308, 2.983651, 1.298149], [1.217726, 5.299000, 0.078334], [-0.292822, 5.414045, 0.972691], [1.145933, 4.848467, 1.797032]], "atomic_forces_ev_per_a": [[-0.56, 1.28, -2.63], [0.08, -2.09, 2.67], [-2.02, 1.72, -2.47], [1.81, 3.09, -1.55], [-2.35, -2.23, -0.65], [-2.59, 1.17, -2.29], [2.35, -2.06, 2.50], [-1.56, 0.18, 3.03], [3.21, 0.67, -1.39], [0.35, -3.85, 4.60], [0.26, 2.75, -3.82], [1.74, -1.52, 0.86], [0.10, 0.01, 0.12], [-0.04, -0.95, 0.07], [-0.29, 2.01, 1.48], [0.22, -0.64, 0.15], [0.35, 0.38, 0.09], [-0.82, 0.43, -0.19], [0.11, 0.16, 0.15], [-0.10, 0.38, 0.07], [-0.37, -0.30, -0.09], [0.37, -0.26, -0.14], [0.01, 0.41, 0.02], [-0.08, -0.26, -0.03], [0.07, -0.16, -0.33], [-0.07, 0.40, 0.26], [0.02, -0.33, -0.11], [-0.20, -0.11, -0.27], [-0.06, -0.12, 0.06], [0.06, 0.14, 0.36], [0.05, -0.04, -0.30], [-0.06, -0.13, 0.06], [0.14, -0.14, -0.07], [-0.11, 0.02, -0.22]]}


{"formula": "C11H16O", "method": "ωB97M-V with the def2-TZVPD basis set", "mol_weight_g_mol": 164.25, "charge": 0, "spin_multiplicity": 1, "homo_ev": -8.81, "orbital_gap_ev": 9.62, "species": ["O", "C", "C", "C", "C", "C", "C", "H", "H", "H", "H", "H", "H", "C", "C", "C", "C", "C", "H", "H", "H", "H", "H", "H", "H", "H", "H", "H"], "xyz": [[1.951289, -3.418659, 0.732390], [1.500815, -2.264591, 1.322221], [2.098767, -1.889975, 2.525861], [1.682188, -0.727745, 3.170300], [0.672207, 0.065062, 2.622688], [0.079145, -0.315053, 1.419942], [0.490406, -1.477708, 0.767853], [1.444186, -3.559230, -0.103808], [2.891859, -2.523587, 2.944365], [2.156596, -0.438225, 4.117249], [0.347274, 0.980471, 3.134577], [-0.716485, 0.298615, 0.977221], [0.022184, -1.775733, -0.179545], [-1.070883, -2.642784, 3.815619], [-1.912295, -3.574541, 2.943012], [-0.848287, -4.399079, 2.207573], [0.292131, -4.590774, 3.240752], [-0.003780, -3.586430, 4.384803], [-1.652223, -2.121809, 4.600518], [-0.597705, -1.870685, 3.178913], [-2.599533, -3.042731, 2.257206], [-2.524532, -4.231391, 3.590442], [-0.477367, -3.816704, 1.342297], [-1.238873, -5.360977, 1.823330], [1.276898, -4.387935, 2.777566], [0.309031, -5.628148, 3.626780], [-0.426542, -4.123070, 5.255851], [0.904044, -3.052923, 4.726375]], "atomic_forces_ev_per_a": [[-0.71, 0.23, -1.00], [0.17, 0.20, 0.06], [0.18, 0.02, 0.06], [0.16, 0.07, 0.03], [0.03, 0.30, 0.04], [0.00, 0.14, -0.16], [-0.06, 0.07, -0.14], [0.63, 0.11, 0.97], [-0.39, 0.32, -0.21], [-0.24, -0.14, -0.45], [0.16, -0.48, -0.25], [0.39, -0.31, 0.22], [0.18, 0.11, 0.38], [-0.03, 0.41, 0.06], [-0.41, 0.02, -0.06], [-0.02, -0.26, -0.30], [0.31, -0.22, 0.02], [0.10, -0.04, 0.38], [0.25, -0.25, -0.35], [-0.36, -0.53, 0.45], [0.31, -0.23, 0.31], [0.19, 0.22, -0.27], [-0.26, -0.37, 0.41], [0.20, 0.46, 0.16], [-0.58, -0.28, 0.29], [0.04, 0.49, -0.21], [0.22, 0.22, -0.31], [-0.48, -0.28, -0.13]]}


{"formula": "C11H16O8PV", "method": "ωB97M-V with the def2-TZVPD basis set", "mol_weight_g_mol": 358.16, "charge": 3, "spin_multiplicity": 2, "homo_ev": [-21.42, -21.47], "orbital_gap_ev": [6.71, 6.58], "species": ["O", "C", "V", "O", "C", "C", "O", "C", "O", "C", "O", "H", "C", "C", "O", "P", "O", "C", "C", "O", "C", "C", "H", "H", "H", "H", "H", "H", "H", "H", "H", "H", "H", "H", "H", "H", "H"], "xyz": [[-1.051084, 3.150287, -5.211120], [-1.096565, 2.223471, -4.517466], [-1.230957, 0.170025, -2.511143], [-1.101290, 2.374143, -0.344476], [-1.020050, 1.550745, -1.147020], [-0.308073, -1.474431, -2.660735], [0.069149, -2.570968, -2.861414], [0.821914, -0.102595, -2.191131], [1.964409, -0.204693, -2.371743], [-3.073078, -0.261465, -2.154051], [-4.180667, -0.461649, -1.886143], [-1.713767, -0.179466, -4.007876], [-1.108957, -3.138272, 1.403470], [-1.286979, -1.929661, 0.523634], [-0.030990, -1.532580, -0.098841], [1.358429, -1.058452, 0.649702], [0.965055, -1.091327, 2.246353], [0.710418, -0.009564, 3.160623], [-0.692993, 0.532641, 3.039029], [1.378473, 0.574741, 0.327043], [2.622323, 1.254919, 0.244105], [2.381638, 2.571716, -0.476296], [-0.577958, -3.939100, 0.867867], [-2.100646, -3.518650, 1.689835], [-0.555389, -2.886138, 2.320513], [-1.973559, -2.152714, -0.295565], [-1.699608, -1.075241, 1.066030], [0.857013, -0.446170, 4.151162], [1.449079, 0.784947, 3.022912], [-1.444156, -0.265653, 3.146420], [-0.857664, 1.262567, 3.846921], [-0.843743, 1.058124, 2.080907], [3.023498, 1.441914, 1.256418], [3.358099, 0.659284, -0.323622], [1.580004, 3.142745, 0.005178], [3.302556, 3.167505, -0.469287], [2.106117, 2.379032, -1.520187]], "atomic_forces_ev_per_a": [[-0.25, -4.45, 3.17], [0.31, 3.88, -2.44], [3.47, 1.50, -2.10], [0.57, -3.28, -3.07], [-1.03, 5.65, 4.60], [-0.33, -9.65, -2.49], [-1.35, 5.47, 0.93], [5.91, 1.80, -0.90], [-4.43, 0.25, 0.72], [-7.42, -2.06, 1.41], [4.81, 0.93, -1.17], [-0.45, -0.08, 0.23], [-0.01, -0.34, 0.25], [-0.91, -0.52, 0.95], [2.23, 1.11, -0.29], [-3.18, 2.30, 3.49], [0.74, -1.33, -3.36], [0.36, 1.06, 1.36], [-0.51, -0.06, -0.51], [-1.08, -3.25, -0.16], [2.12, 1.56, -0.14], [-0.10, -0.16, 0.05], [-0.23, 0.19, 0.12], [0.29, 0.07, -0.04], [-0.28, -0.16, -0.32], [0.28, -0.12, -0.27], [0.27, 0.04, 0.04], [0.16, -0.04, -0.23], [-0.01, -0.16, -0.02], [0.26, 0.29, 0.06], [0.15, -0.23, -0.22], [-0.01, -0.12, 0.32], [-0.24, -0.26, -0.34], [-0.25, 0.09, 0.33], [0.26, -0.01, -0.01], [-0.25, -0.11, -0.02], [0.10, 0.18, 0.07]]}